Below is a molecular structure, CH3FeO3S in a non-equilibrium geometry, with properties calculated with the ωB97M-V functional and the def2-TZVPD basis.

The geometry in XYZ format:
```
9
Properties=species:S:1:pos:R:3:forces:R:3
Fe 0.9423 0.1218 0.2487 -0.115 0.571 0.644
S 3.2491 1.2973 0.4081 -0.219 0.384 -0.082
O 2.9067 -0.2123 0.5598 -0.954 0.220 -0.196
O -0.7660 -0.2039 0.5229 1.877 0.275 -0.241
O 1.8318 1.9226 0.1239 0.207 -1.203 0.151
C -1.8075 -0.6370 -0.2820 -1.819 -0.802 -0.887
H -1.5352 -0.5995 -1.3547 0.048 0.135 0.345
H -2.1097 -1.6818 -0.0672 0.369 0.521 0.160
H -2.7114 -0.0072 -0.1595 0.605 -0.100 0.105
```
Positions in Å, forces in eV/Å.

The multiplicity is 7. Its highest occupied orbital energy (alpha / beta) is -14.025 / -16.129 eV. Its total charge is +1. Its orbital gap (alpha / beta) is 9.3 / 7.7 eV. Its maximum force is 2.177 eV/Å. The calculation puts the molar mass at 150.9 u.

Here are the natural (NBO) charges for atoms 1 to 5, given in e: 1.90 1.33 -0.97 -0.68 -0.95